# C32H41N9OOsS2

A structure of composition C32H41N9OOsS2 (wB97M-V/def2-TZVPD, the OMol25 dataset).

Each line ends with the Löwdin charge.
CARTESIAN COORDINATES (ANGSTROEM)
Os -0.16 0.36 0.93  1.389
C 4.92 -3.22 1.55  -0.034
C 4.30 -2.07 2.33  -0.186
N 2.87 -2.29 2.53  0.112
C 1.86 -1.58 2.09  -0.621
S 2.08 -0.12 1.13  0.724
N 0.65 -2.06 2.45  0.139
N -0.38 -1.31 2.04  -0.146
C -1.60 -1.72 2.34  -0.160
C -1.88 -2.96 3.09  0.039
C -2.68 -0.85 1.85  -0.192
C -4.01 -1.15 2.10  0.070
C -5.00 -0.30 1.62  0.045
C -4.63 0.82 0.90  0.032
C -3.28 1.06 0.70  -0.096
N -2.31 0.26 1.15  -0.055
H 5.99 -3.06 1.46  0.105
H 4.50 -3.29 0.54  0.085
H 4.77 -4.17 2.06  0.095
H 4.43 -1.11 1.82  0.091
H 4.75 -1.99 3.32  0.153
H 2.61 -3.11 3.07  0.189
H -0.97 -3.50 3.34  0.093
H -2.55 -3.60 2.51  0.128
H -2.40 -2.71 4.02  0.131
H -4.27 -2.03 2.66  0.139
H -6.04 -0.52 1.80  0.148
H -5.36 1.50 0.51  0.141
H -2.96 1.94 0.15  0.101
O -0.49 -1.35 -0.79  -0.650
S -0.94 -1.49 -2.24  1.050
C -0.89 -3.23 -2.60  -0.389
C 0.16 -4.03 -2.13  -0.071
C 0.19 -5.37 -2.48  -0.042
C -0.82 -5.89 -3.29  -0.018
C -1.86 -5.08 -3.76  -0.031
C -1.90 -3.74 -3.41  -0.074
C 0.44 -0.93 -3.23  -0.415
C 1.72 -0.87 -2.68  -0.108
C 2.76 -0.43 -3.48  -0.055
C 2.53 -0.07 -4.80  -0.037
C 1.24 -0.14 -5.33  -0.035
C 0.19 -0.57 -4.54  -0.065
H 0.93 -3.60 -1.51  0.103
H 0.99 -6.00 -2.14  0.121
H -0.81 -6.94 -3.55  0.127
H -2.63 -5.50 -4.39  0.126
H -2.71 -3.11 -3.75  0.115
H 1.89 -1.18 -1.66  0.075
H 3.77 -0.40 -3.09  0.119
H 3.35 0.24 -5.43  0.125
H 1.07 0.13 -6.37  0.127
H -0.81 -0.63 -4.95  0.125
N -2.50 3.74 5.09  0.187
C -1.40 3.16 4.60  -0.340
C -1.40 2.37 3.43  -0.082
N -0.29 1.81 2.97  -0.065
C 0.84 2.01 3.66  -0.152
C 0.83 2.80 4.81  -0.073
N -0.25 3.37 5.27  0.169
H -3.41 3.60 4.69  0.120
H -2.42 4.28 5.94  0.138
H -2.32 2.19 2.89  0.092
H 1.75 1.55 3.30  0.060
H 1.75 2.97 5.36  0.134
C -0.28 3.19 -2.66  -0.021
C -0.58 2.03 -1.69  -0.118
N 0.16 2.18 -0.41  -0.271
C 1.61 2.33 -0.74  -0.165
C 1.88 3.58 -1.60  -0.025
N 0.57 4.19 -1.94  -0.075
C -0.11 4.66 -0.70  -0.025
C -0.28 3.44 0.24  -0.123
H -1.19 3.70 -2.99  0.155
H 0.28 2.86 -3.54  0.149
H -0.27 1.09 -2.15  0.080
H -1.64 1.98 -1.47  0.116
H 1.93 1.42 -1.27  0.092
H 2.17 2.40 0.19  0.101
H 2.38 3.33 -2.54  0.152
H 2.47 4.33 -1.08  0.154
H 0.72 5.00 -2.56  0.213
H -1.06 5.10 -0.98  0.153
H 0.51 5.43 -0.26  0.155
H -1.32 3.34 0.53  0.109
H 0.30 3.57 1.15  0.123

HOMO-LUMO gap (spin up / spin down): 6.11 / 4.06 eV
Net charge: +4
Multiplicity: 5
Total energy: -73406.385 eV
HOMO (spin up / spin down): -0.6591 / -0.6599 hartree
E_LUMO (spin up / spin down): -11.83 / -13.90 eV

# C32H42As3EuN6O3S

A structure of composition C32H42As3EuN6O3S (wB97M-V/def2-TZVPD, the OMol25 dataset).

Each line ends with the Löwdin charge.
CARTESIAN COORDINATES (ANGSTROEM)
Eu -0.51 -0.65 -1.99  1.460
N -1.14 -4.71 -0.01  0.155
C -0.80 -3.77 -0.86  -0.179
N -1.55 -2.72 -1.16  -0.003
C -2.87 -2.79 -0.72  -0.313
N -3.68 -1.83 -1.05  0.073
N -3.02 -0.92 -1.81  -0.123
C -3.75 -0.01 -2.34  -0.081
C -3.19 0.99 -3.26  -0.287
C -3.95 2.08 -3.54  -0.001
C -3.33 3.03 -4.40  -0.052
C -2.14 2.77 -4.95  -0.078
C -1.41 1.68 -4.56  -0.109
N -1.89 0.77 -3.68  -0.006
C -3.37 -3.91 0.07  -0.113
C -4.67 -4.05 0.56  -0.005
C -5.01 -4.99 1.50  -0.070
C -4.01 -5.81 1.95  -0.029
C -2.67 -5.81 1.41  0.024
C -2.45 -4.84 0.48  -0.214
H -0.48 -5.52 0.21  0.205
H 0.12 -3.84 -1.38  0.085
H -4.83 -0.06 -2.21  0.128
H -4.94 2.30 -3.12  0.133
H -3.83 3.97 -4.52  0.118
H -1.68 3.47 -5.68  0.135
H -0.40 1.51 -4.86  0.109
H -5.39 -3.23 0.34  0.133
H -5.97 -4.94 1.88  0.092
H -4.27 -6.60 2.69  0.126
H -1.87 -6.45 1.76  0.124
C 0.93 3.50 -1.80  -0.289
As -0.46 2.48 -0.75  1.058
C -1.92 3.87 -0.92  -0.291
C 0.16 2.97 1.05  -0.333
C 0.96 1.83 1.79  -0.584
C 1.77 0.99 0.73  -0.103
C -0.06 0.84 2.48  -0.328
As -1.53 0.06 1.37  1.053
C -3.00 1.22 1.90  -0.297
C -1.86 -1.69 2.26  -0.272
C 1.76 2.35 3.02  -0.374
As 3.45 3.45 3.03  1.137
C 3.64 3.87 1.14  -0.374
C 4.76 1.86 3.24  -0.304
H 1.15 4.40 -1.30  0.000
H 0.42 3.66 -2.79  0.022
H 1.91 2.98 -1.87  0.025
H -1.80 4.26 -1.99  0.037
H -1.89 4.66 -0.18  0.021
H -2.91 3.44 -0.80  -0.001
H -0.74 3.20 1.54  0.037
H 0.80 3.85 0.82  0.064
H 1.18 0.27 0.13  0.006
H 2.46 0.37 1.37  0.105
H 2.35 1.52 0.06  0.015
H -0.60 1.25 3.27  0.045
H 0.48 -0.07 2.82  0.086
H -2.99 1.33 2.98  0.027
H -3.88 0.73 1.53  0.017
H -2.83 2.19 1.48  -0.010
H -1.93 -1.31 3.30  0.032
H -0.94 -2.30 2.04  0.023
H -2.78 -2.14 1.93  -0.003
H 2.07 1.45 3.59  0.063
H 1.09 2.93 3.67  0.063
H 2.89 4.59 1.01  -0.038
H 3.49 3.07 0.41  0.003
H 4.63 4.42 0.97  0.052
H 5.80 2.20 3.21  0.013
H 4.52 1.04 2.55  0.005
H 4.46 1.57 4.22  -0.022
O 2.17 -0.25 -2.80  -0.016
C 2.41 -1.07 -1.93  -0.595
N 1.46 -2.03 -1.56  -0.223
S 2.09 -2.87 -0.26  0.632
O 1.36 -2.35 0.92  -0.346
O 2.15 -4.27 -0.40  -0.280
C 3.69 -2.15 -0.27  -0.226
C 4.78 -2.49 0.48  -0.032
C 5.93 -1.72 0.33  -0.064
C 5.97 -0.66 -0.55  -0.048
C 4.83 -0.34 -1.32  0.018
C 3.68 -1.11 -1.21  -0.155
H 4.79 -3.40 1.02  0.122
H 6.85 -2.06 0.86  0.132
H 6.91 -0.08 -0.58  0.120
H 4.83 0.56 -1.98  0.135

HOMO-LUMO gap (spin up / spin down): 6.40 / 6.91 eV
Net charge: +1
Multiplicity: 8
Total energy: -261622.714 eV
HOMO (spin up / spin down): -0.3560 / -0.3743 hartree
E_LUMO (spin up / spin down): -3.29 / -3.28 eV

# C32H42Br54NO10PS

A structure of composition C32H42Br54NO10PS (wB97M-V/def2-TZVPD, the OMol25 dataset).

Each line ends with the Löwdin charge.
CARTESIAN COORDINATES (ANGSTROEM)
C 0.28 -6.30 1.16  -0.024
C 0.76 -4.72 1.10  -0.286
O -0.20 -3.79 1.01  -0.030
O 2.21 -4.47 1.20  -0.140
C 2.49 -3.54 2.35  -0.152
C 3.44 -2.34 1.73  -0.150
C 3.10 -0.85 2.32  -0.172
C 1.60 -0.29 2.02  -0.093
C 1.38 0.41 0.55  -0.308
C 0.88 -0.76 -0.48  -0.056
C 0.23 -0.24 -1.88  -0.090
O -1.06 0.19 -2.00  -0.086
O 2.44 1.28 0.08  -0.132
C 3.48 0.61 -0.69  -0.610
S 5.12 1.44 -0.15  0.632
C 3.41 0.84 -2.32  -0.214
P 3.93 -0.82 -3.14  0.751
O 5.30 -1.38 -2.50  -0.399
O 2.75 -2.10 -2.98  -0.239
O 4.25 -0.66 -4.87  -0.444
C 0.05 1.42 0.76  -0.221
O 0.51 2.52 1.66  -0.053
O -1.07 0.69 1.44  -0.101
C -2.36 1.36 1.20  -0.188
N -3.34 0.54 0.36  -0.335
C -4.31 0.02 1.23  -0.168
O -5.39 -0.32 1.99  -0.202
H 0.73 -6.91 0.26  0.095
H -0.90 -6.32 1.21  -0.004
H 0.78 -6.74 2.15  0.103
H 1.52 -3.16 2.88  0.129
H 3.06 -4.20 3.16  0.138
H 4.55 -2.62 2.05  0.122
H 3.40 -2.43 0.56  0.105
H 3.96 -0.11 2.00  0.093
H 3.20 -0.94 3.51  0.131
H 0.87 -1.23 2.09  0.122
H 1.29 0.39 2.94  0.143
H 1.74 -1.57 -0.64  0.117
H 0.01 -1.36 0.09  0.138
H 0.84 -0.22 -2.91  0.112
H 3.65 -0.52 -0.46  0.086
H 6.08 1.31 -1.18  -0.086
H 4.26 1.62 -2.63  0.105
H 2.41 1.29 -2.72  0.104
H 2.16 -2.18 -3.79  0.088
H 4.54 -1.60 -5.17  -0.129
H -0.28 1.95 -0.23  0.168
H -0.28 3.05 1.99  0.103
H -2.92 1.54 2.24  0.163
H -2.20 2.45 0.74  0.143
C 5.45 -4.68 -4.92  -1.515
Br 4.43 -3.67 -6.24  0.628
Br 5.65 -6.55 -5.43  0.593
Br 7.16 -3.85 -4.54  0.587
H 4.87 -4.66 -3.99  -0.015
C 9.29 -8.10 -4.38  -1.608
Br 10.18 -9.82 -4.53  0.560
Br 9.42 -7.37 -2.57  0.547
Br 9.94 -6.83 -5.71  0.538
H 8.23 -8.26 -4.58  -0.056
C 7.55 4.24 1.69  -1.584
Br 6.53 5.25 0.37  0.555
Br 7.75 2.38 1.18  0.552
Br 9.26 5.08 2.07  0.555
H 6.97 4.26 2.62  -0.019
C -4.37 -2.96 4.86  -1.577
Br -2.64 -2.72 5.72  0.543
Br -5.61 -3.94 5.99  0.550
Br -5.12 -1.27 4.25  0.718
H -4.20 -3.57 3.97  -0.025
C -6.11 2.34 -1.69  -1.523
Br -5.66 4.22 -1.91  0.514
Br -4.77 1.39 -0.64  0.969
Br -7.90 2.11 -0.96  0.537
H -6.11 1.89 -2.69  -0.028
C -4.82 6.65 0.98  -1.549
Br -4.79 8.21 2.14  0.588
Br -3.10 5.74 0.95  0.566
Br -6.27 5.44 1.42  0.552
H -5.00 7.01 -0.04  -0.023
C -8.19 10.57 1.55  -1.566
Br -8.92 9.10 2.59  0.544
Br -6.89 11.60 2.56  0.543
Br -7.47 9.97 -0.16  0.573
H -9.02 11.25 1.32  -0.020
C 7.26 -6.28 -9.00  -1.604
Br 8.21 -7.50 -10.19  0.562
Br 8.30 -4.68 -8.64  0.513
Br 5.48 -5.86 -9.67  0.543
H 7.13 -6.80 -8.05  -0.076
C -2.73 -9.08 1.43  -1.566
Br -3.26 -7.21 1.38  0.586
Br -1.63 -9.56 -0.11  0.530
Br -1.86 -9.55 3.11  0.565
H -3.64 -9.68 1.36  -0.024
C -7.44 10.48 6.94  -1.575
Br -6.49 9.26 5.75  0.485
Br -6.40 12.08 7.30  0.561
Br -9.22 10.90 6.27  0.545
H -7.57 9.95 7.89  -0.023
C 4.89 -6.90 1.38  -1.598
Br 4.16 -8.38 2.43  0.554
Br 6.19 -5.87 2.40  0.561
Br 5.61 -7.51 -0.32  0.537
H 4.06 -6.23 1.16  -0.053
C 1.44 -10.57 -3.31  -1.597
Br 0.27 -9.47 -4.40  0.552
Br 2.75 -9.50 -2.34  0.532
Br 0.44 -11.75 -2.12  0.538
H 2.01 -11.22 -3.99  -0.024
C -1.12 9.36 1.38  -1.622
Br -1.65 11.23 1.34  0.550
Br -0.02 8.88 -0.15  0.550
Br -0.26 8.89 3.06  0.549
H -2.04 8.76 1.32  -0.107
C 7.39 -0.43 -8.08  -1.547
Br 9.19 -1.00 -7.62  0.548
Br 6.78 -1.24 -9.74  0.546
Br 6.13 -0.72 -6.63  0.691
H 7.43 0.66 -8.25  -0.022
C -6.20 -7.70 -2.16  -1.600
Br -4.43 -7.26 -2.85  0.542
Br -6.33 -9.58 -1.67  0.548
Br -6.72 -6.53 -0.70  0.541
H -6.91 -7.53 -2.98  -0.024
C -6.44 12.32 -3.26  -1.617
Br -7.74 13.76 -3.43  0.550
Br -6.60 11.03 -4.70  0.547
Br -4.63 13.00 -3.07  0.551
H -6.68 11.79 -2.33  -0.095
C -3.74 6.00 5.09  -1.579
Br -3.71 7.56 6.25  0.514
Br -2.02 5.09 5.06  0.543
Br -5.19 4.79 5.54  0.529
H -3.92 6.36 4.07  -0.103
C -7.23 4.46 9.50  -1.597
Br -6.26 6.03 8.89  0.524
Br -8.33 4.86 11.06  0.554
Br -8.27 3.65 8.07  0.549
H -6.49 3.73 9.81  -0.021

HOMO-LUMO gap: 8.28 eV
Multiplicity: 1
Total energy: -3858229.363 eV
HOMO: -0.3390 hartree
E_LUMO: -0.95 eV